Below is C6H17ClFOPSTa as an isolated structure, with properties calculated with ωB97M-V/def2-TZVPD.

Geometry as XYZ:
```
29
Properties=species:S:1:pos:R:3:forces:R:3:nbo_charge:R:1
C 3.499689 0.267630 -0.440329 0.0 0.1 0.3 -0.61
C 2.809274 -0.220262 0.834415 -0.6 0.5 -0.6 -0.39
C 1.270201 -0.071996 0.718752 1.2 -0.2 -0.1 -0.40
C 0.657922 -1.174977 -0.134521 -1.2 0.6 0.3 -0.96
Ta -1.576183 -1.093727 -0.594758 -0.4 -0.1 -1.3 1.73
S -4.007767 -1.206613 -1.251278 0.6 -0.2 0.0 -0.50
C -1.321480 0.963128 -1.635312 -0.1 0.3 0.5 -0.33
C -0.866740 2.167292 -0.801388 0.5 0.0 -0.2 -0.66
F -2.542878 1.363930 -2.275911 0.0 0.0 -0.1 -0.42
P -2.152855 -0.132627 1.788676 -0.2 -0.4 0.4 0.43
O -1.319664 -1.014265 2.942830 0.2 0.6 0.0 -0.97
Cl -4.141884 -0.558313 2.340404 0.1 0.1 0.0 -0.36
H 3.757045 1.316579 -0.337506 0.0 0.3 0.0 0.19
H 4.421846 -0.261734 -0.641543 0.2 -0.2 -0.2 0.20
H 2.839717 0.188898 -1.292516 -0.1 -0.2 -0.4 0.21
H 3.029834 -1.263909 1.008286 0.2 -0.3 0.3 0.19
H 3.164128 0.400838 1.650504 0.2 -0.2 0.4 0.18
H 1.103075 0.920176 0.314592 -0.3 0.2 0.0 0.19
H 0.876622 -0.113423 1.725337 -0.4 0.1 0.2 0.20
H 0.798230 -2.107508 0.402707 -0.1 -0.4 0.1 0.23
H 1.190519 -1.287253 -1.073944 0.1 0.1 -0.4 0.22
H -1.733030 -2.772272 0.158074 0.3 0.0 0.0 -0.42
H -1.230527 -1.968055 -2.200799 -0.3 -0.3 0.6 -0.37
H -4.696281 -0.345334 -0.494790 0.2 0.1 0.2 0.15
H -0.621709 0.858121 -2.461266 0.2 -0.2 -0.2 0.17
H -1.558468 2.988570 -0.919968 -0.4 0.2 -0.1 0.22
H -0.748194 1.976067 0.258187 -0.2 0.0 0.2 0.20
H 0.092609 2.533395 -1.160632 0.3 0.1 0.0 0.19
H -0.993050 -0.352357 3.573699 -0.2 -0.5 -0.1 0.48
```
Positions in Å, forces in eV/Å.

**Molecular weight**: 403.64 g mol⁻¹
**Gap between HOMO and LUMO**: 0.24855 hartree
**Net charge**: -1
**HOMO level**: -4.392 eV

Below is C6H17FInNO3 as an isolated structure, with properties calculated with ωB97M-V/def2-TZVPD.

Geometry as XYZ:
```
29
Properties=species:S:1:pos:R:3:forces:R:3:nbo_charge:R:1
In -1.522292 1.820144 0.197265 2.2 0.3 -0.9 1.59
F -1.010159 4.341836 -1.127456 -0.5 -2.3 1.2 -0.38
C 3.180493 0.053262 1.305727 -0.7 -0.2 -0.4 -0.60
C 2.007544 0.823295 0.668522 0.7 1.3 0.1 -0.09
C 2.029775 0.897242 -0.852066 -0.3 -0.7 0.8 -0.10
O 1.015893 1.791895 -1.281148 0.1 0.0 0.7 -0.48
C 1.213846 2.320779 -2.598996 -1.2 0.2 -0.3 -0.27
N 0.742224 0.287116 1.193856 0.6 0.3 -0.1 -0.73
H 4.072371 0.536905 0.904187 0.2 -0.3 0.1 0.27
H 3.109558 -1.007380 1.061308 0.4 0.0 0.0 0.23
H 3.134637 0.183371 2.386645 0.2 0.0 0.0 0.24
H 2.171570 1.816713 1.094622 -0.5 0.3 -0.3 0.23
H 1.856196 -0.123585 -1.218798 -0.1 0.0 -0.5 0.21
H 3.022609 1.180909 -1.207459 -0.1 0.3 0.0 0.25
H 1.102531 1.526800 -3.340880 0.4 0.0 -0.1 0.21
H 2.165577 2.850464 -2.660392 0.1 -0.2 0.0 0.23
H 0.388154 3.020219 -2.719941 0.2 0.1 -0.2 0.23
H 0.903677 0.307063 2.200798 -0.9 0.2 0.3 0.42
H 0.795416 -0.709152 0.975431 -1.0 -0.1 -0.3 0.41
C -3.408749 -2.905303 0.143460 0.4 0.6 0.6 -0.10
C -2.741444 -2.054551 1.214291 -0.3 -1.8 0.7 -0.11
O -2.766747 -0.675914 0.863463 0.4 2.3 -0.7 -0.78
O -2.585472 -2.899299 -1.016330 -0.6 -0.1 0.4 -0.64
H -4.422753 -2.509333 0.011116 -0.1 0.1 -0.6 0.18
H -3.566425 -3.915879 0.519510 0.3 -0.2 -0.2 0.24
H -1.723300 -2.420528 1.349981 0.2 0.5 -0.1 0.20
H -3.228692 -2.125141 2.190940 -0.1 -0.2 -0.1 0.22
H -3.695154 -0.408116 0.835137 -0.1 -0.2 0.0 0.50
H -2.240883 -2.003833 -1.092791 0.0 0.0 -0.3 0.45
```
Positions in Å, forces in eV/Å.

**Molecular weight**: 285.02 g mol⁻¹
**Gap between HOMO and LUMO**: 0.10077 hartree
**Net charge**: +2
**HOMO level**: -16.705 eV
**Energy above the lowest of the compared OMol25 structures with the same formula, charge and spin**: 125.4 kJ/mol

Below is a 2-piece molecular cluster, C6H17N2 overall, with properties calculated with ωB97M-V/def2-TZVPD.

Geometry as XYZ:
```
25
Properties=species:S:1:pos:R:3:forces:R:3:nbo_charge:R:1
C 1.099254 1.813210 0.138814 -0.2 -0.1 -0.3 -0.21
C 0.209598 2.192468 -1.038678 0.2 0.1 0.2 -0.42
C 0.568920 3.587279 -1.560929 0.0 -0.2 0.4 -0.61
N 0.609782 0.532403 0.765939 -0.1 0.8 0.4 -0.70
H 2.132327 1.640069 -0.154633 0.0 0.1 0.0 0.22
H 1.062576 2.588295 0.901305 0.1 0.0 0.1 0.22
H -0.820273 2.204598 -0.668638 -0.1 0.0 -0.2 0.20
H 0.275806 1.442895 -1.828823 0.0 -0.1 0.0 0.21
H 0.309399 4.304262 -0.780982 0.0 0.2 -0.2 0.21
H 1.631878 3.706805 -1.766768 0.1 -0.2 0.0 0.22
H 0.030306 3.807071 -2.477584 -0.1 0.1 0.1 0.24
H -0.322932 0.681881 1.151753 -0.1 -0.1 -0.2 0.43
H 0.576579 -0.260848 0.068031 0.4 -0.2 0.1 0.47
H 1.194696 0.308316 1.572099 0.1 -0.3 -0.2 0.43
C -1.955173 -3.084428 1.695064 0.3 0.0 -0.3 -0.64
C -0.660633 -2.704476 1.033703 -0.2 0.2 -0.2 -0.23
C -0.580293 -2.240117 -0.208174 0.2 -0.4 0.1 -0.06
N 0.643571 -1.809391 -0.810870 0.0 0.1 -0.2 -0.87
H -2.785589 -2.972518 0.998409 0.0 0.2 0.1 0.22
H -1.956709 -4.129776 2.001587 0.1 0.0 0.2 0.24
H -2.111761 -2.458261 2.572535 -0.2 -0.1 0.1 0.22
H 0.261500 -2.794959 1.603397 0.0 -0.1 0.1 0.19
H -1.454690 -2.135216 -0.836577 -0.1 0.1 0.0 0.21
H 0.599054 -1.843755 -1.820183 -0.1 0.1 -0.1 0.40
H 1.442808 -2.375812 -0.549807 -0.1 0.0 0.2 0.40
```
Positions in Å, forces in eV/Å.

**Molecular weight**: 117.22 g mol⁻¹
**Gap between HOMO and LUMO**: 0.34843 hartree
**Net charge**: +1
**HOMO level**: -12.481 eV
**Energy above the lowest of the compared OMol25 structures with the same formula, charge and spin**: 32.9 kJ/mol

Below is a 2-piece molecular cluster, C6H17N2 overall, with properties calculated with ωB97M-V/def2-TZVPD.

Geometry as XYZ:
```
25
Properties=species:S:1:pos:R:3:forces:R:3:nbo_charge:R:1
N 3.647225 1.211754 0.297134 0.1 -0.1 0.0 -1.07
C -0.126316 0.503323 -0.119707 1.2 -0.5 0.0 0.49
C 0.601489 -0.743862 0.039915 -0.4 -2.2 -1.3 -0.41
C 1.188132 -0.866921 1.455539 0.3 1.5 0.4 -0.57
C -0.281942 -1.984414 -0.308929 -1.2 0.4 -0.5 -0.58
C -1.375379 0.844137 0.555393 -1.0 1.1 0.6 -0.40
N -2.598625 0.331283 -0.129407 1.1 -0.2 0.2 -0.51
C -2.703698 0.728787 -1.547575 -0.1 0.1 -0.1 -0.43
H 3.590179 1.444777 -0.683332 0.1 0.1 -0.2 0.36
H 2.859210 1.651724 0.742201 -0.2 0.3 0.2 0.34
H 4.473001 1.685235 0.658121 -0.1 -0.2 0.0 0.38
H 0.403306 1.235469 -0.733390 -0.4 0.2 -0.2 0.22
H 1.424372 -0.939186 -0.653403 0.1 1.3 -0.1 0.27
H 0.470612 -1.236057 2.181764 0.0 0.0 0.0 0.23
H 1.544027 0.142878 1.695937 -0.2 -0.2 0.7 0.22
H 2.124575 -1.417514 1.440191 -0.2 -0.4 -0.2 0.28
H -0.737727 -1.890189 -1.303458 0.3 0.2 0.0 0.22
H -1.147785 -2.079928 0.346340 0.4 -0.4 0.4 0.21
H 0.330758 -2.878211 -0.366255 0.1 0.0 0.5 0.26
H -1.318763 0.473929 1.585621 -0.2 -0.3 -0.2 0.26
H -1.540505 1.921927 0.640251 0.5 0.0 -0.2 0.25
H -2.566454 -0.665810 -0.000632 -0.5 -0.4 -0.4 0.37
H -3.140674 1.722711 -1.647305 0.2 0.1 0.3 0.22
H -1.735940 0.719592 -2.042466 0.0 0.0 -0.4 0.16
H -3.383080 0.084564 -2.102548 0.1 -0.3 0.3 0.24
```
Positions in Å, forces in eV/Å.

**Molecular weight**: 117.22 g mol⁻¹
**Gap between HOMO and LUMO**: 0.24701 hartree
**Net charge**: +1
**HOMO level**: -13.670 eV
**Energy above the lowest of the compared OMol25 structures with the same formula, charge and spin**: 362.7 kJ/mol

Below is a 2-piece molecular cluster, C6H17N2 overall, with properties calculated with ωB97M-V/def2-TZVPD.

Geometry as XYZ:
```
25
Properties=species:S:1:pos:R:3:forces:R:3:nbo_charge:R:1
N 0.702822 1.482229 -3.844809 -0.7 -0.4 -0.2 -1.09
C 0.440258 0.412147 -0.238414 -1.2 0.5 1.6 0.43
C -0.982324 0.187262 -0.303272 -0.3 -1.5 -0.8 -0.58
C -1.648060 0.373805 1.129166 -0.8 0.6 -1.0 -0.34
C -3.187230 0.221384 0.879278 1.2 0.1 0.0 -0.59
C 1.486498 -0.602413 -0.261822 2.1 -0.9 -0.4 -0.40
N 1.520925 -1.540410 0.894599 -1.3 0.8 0.6 -0.49
C 1.703775 -0.852566 2.195969 0.1 0.1 -0.1 -0.44
H 0.666890 0.679316 -3.253684 0.2 -0.4 -0.1 0.34
H 1.391000 1.456684 -4.579867 0.1 0.2 0.4 0.39
H 0.581641 2.323841 -3.328975 0.3 0.6 -0.1 0.37
H 0.664122 1.400957 0.174716 0.4 0.0 -0.4 0.21
H -1.241883 -0.816901 -0.654009 0.4 -0.1 0.1 0.24
H -1.584426 0.805745 -0.982989 0.6 0.7 0.2 0.32
H -1.230034 -0.336619 1.837607 -0.1 0.0 0.0 0.22
H -1.490028 1.407511 1.444774 0.2 -0.2 0.3 0.22
H -3.444726 -0.746078 0.441672 0.0 0.0 0.5 0.22
H -3.491321 0.962851 0.136788 -0.1 0.1 0.3 0.22
H -3.647491 0.424019 1.843143 -0.4 -0.3 -0.2 0.25
H 2.501650 -0.193319 -0.181759 -0.4 0.5 -0.5 0.25
H 1.461478 -1.212446 -1.170490 -0.3 0.1 0.0 0.27
H 0.636528 -2.034778 0.992656 0.1 -0.2 -0.4 0.36
H 2.698026 -0.426550 2.315010 0.2 -0.2 -0.3 0.22
H 1.012539 -0.018220 2.340870 -0.1 -0.2 0.3 0.16
H 1.554719 -1.606801 2.967100 0.0 0.2 0.1 0.24
```
Positions in Å, forces in eV/Å.

**Molecular weight**: 117.22 g mol⁻¹
**Gap between HOMO and LUMO**: 0.21571 hartree
**Net charge**: +1
**HOMO level**: -12.863 eV
**Energy above the lowest of the compared OMol25 structures with the same formula, charge and spin**: 369.9 kJ/mol

Below is a 2-piece molecular cluster, C6H17N2 overall, with properties calculated with ωB97M-V/def2-TZVPD.

Geometry as XYZ:
```
25
Properties=species:S:1:pos:R:3:forces:R:3:nbo_charge:R:1
N 2.790107 1.298004 -0.053639 1.2 0.8 -1.5 -0.76
C 2.213900 0.024098 0.230690 -1.7 3.1 0.7 -0.24
C 3.335783 -1.008935 0.110281 1.4 1.4 -1.9 -0.53
C 1.077920 -0.058632 -0.678590 1.8 -6.1 -0.6 0.21
N -2.957004 -0.436225 0.364889 1.6 -1.5 0.8 -0.57
C -1.774765 0.364550 -0.062523 1.5 -1.2 0.9 -0.20
C -2.147009 1.740627 -0.579755 -2.1 -0.6 -1.0 -0.63
C -2.494390 -1.874490 0.671550 -1.2 -0.3 -1.7 -0.44
H 2.210932 2.013974 0.265799 -0.8 1.7 1.9 0.36
H -3.318772 -0.043333 1.250347 0.2 -0.1 -0.7 0.37
H 2.529322 1.464266 -1.033121 1.5 0.0 -0.1 0.33
H 1.894504 -0.031418 1.272870 -0.2 -0.1 0.3 0.29
H 2.928832 -1.936423 0.288625 -0.3 -2.4 0.3 0.22
H 4.066009 -0.678716 0.873615 -0.5 -0.3 -0.4 0.28
H 3.818027 -0.893361 -0.916191 -0.6 -0.4 1.4 0.24
H 0.733294 -1.143295 -0.728964 -0.5 1.6 -0.2 0.22
H 1.226684 0.462943 -1.630885 -1.5 0.5 0.3 0.22
H -1.105731 0.594322 0.824310 -0.3 -0.4 -0.2 0.16
H -1.057166 -0.397462 -0.709725 -2.1 2.1 0.7 0.18
H -2.940391 2.166511 0.102442 1.0 -0.4 -0.6 0.24
H -2.645586 1.639452 -1.573694 0.4 0.3 0.7 0.23
H -1.324848 2.425368 -0.635623 0.5 0.3 0.0 0.21
H -3.371194 -2.634923 0.781741 1.4 1.7 0.0 0.24
H -1.954971 -2.194772 -0.271984 -0.6 0.2 1.1 0.19
H -1.789305 -1.968901 1.511770 -0.3 0.2 -0.1 0.19
```
Positions in Å, forces in eV/Å.

**Molecular weight**: 117.22 g mol⁻¹
**Gap between HOMO and LUMO**: 0.17655 hartree
**Net charge**: +1
**HOMO level**: -12.835 eV
**Energy above the lowest of the compared OMol25 structures with the same formula, charge and spin**: 653.3 kJ/mol

Quick rundown of total energy, same order as above: -45459.2630 -21996.7716 -9471.6937 -9468.2756 -9468.2006 -9465.2630 eV